32
Properties=species:S:1:pos:R:3:mulliken_charge:R:1 method="wB97M-V/def2-TZVPD" smiles="O=CC[C@@]1(C(F)(F)C(F)(F)C(F)(F)F)OC(=O)[C@@](Br)([PH2]=O)[C@@H]1[PH2]=O" e_tot_ev=-127338.3953 gap_ev=9.32 homo_energy_ev=-10.28 relative_energy_kcal_mol=92.32
Br -0.073 3.508 0.042 0.03
P 2.729 2.310 0.512 0.33
P 0.598 1.071 -2.642 0.43
F -3.840 -0.771 2.717 -0.25
F -1.865 -1.890 2.407 -0.21
F -2.307 1.384 0.933 -0.20
F -2.110 -2.072 -0.405 -0.32
F -3.871 -0.136 0.348 -0.31
F -1.882 0.236 3.199 -0.23
F -2.115 -0.142 -1.571 -0.34
O 0.425 -0.503 1.194 -0.40
O 1.275 -3.302 0.959 -0.45
O 1.944 0.727 -3.353 -0.68
O 3.450 2.558 -0.823 -0.63
O 0.760 1.341 2.720 -0.52
C 0.881 1.816 0.292 0.70
C 0.768 0.630 -0.819 -1.57
C -0.046 -0.641 -0.193 1.37
C 0.770 -3.222 -0.180 -0.09
C 0.532 -1.895 -1.035 -0.79
C 0.662 0.878 1.569 0.16
C -2.491 -0.652 2.259 0.72
C -2.506 -0.015 0.799 0.26
C -1.630 -0.713 -0.335 0.75
H 1.546 -1.665 -1.544 0.46
H -0.151 -2.195 -1.918 0.41
H -0.412 0.338 -3.349 0.08
H 1.871 0.273 -0.780 0.62
H 3.346 1.134 1.103 0.12
H 0.348 2.473 -2.892 0.08
H 2.890 3.360 1.481 0.17
H 0.508 -4.224 -0.698 0.31

=====

60
Properties=species:S:1:pos:R:3:mulliken_charge:R:1 method="wB97M-V/def2-TZVPD" e_tot_ev=-70397.4189 gap_ev="2.46 / 7.10" homo_energy_ev="0.04 / -4.61" charge=-1 multiplicity=3
Pt 0.821 -0.292 0.658 0.33
Cl -1.061 -0.711 2.024 -0.62
Cl 0.126 0.156 -1.604 -0.71
S 1.886 -0.154 2.676 -0.86
O 1.018 2.389 1.228 -0.41
O -2.524 -0.650 -0.435 -0.23
O 2.733 0.341 -0.171 -0.87
N -0.973 2.716 2.324 0.51
N 4.370 -1.107 2.557 -0.97
N 3.764 1.514 -1.796 0.23
N 2.790 -2.574 3.356 -0.68
C 0.702 -2.297 0.112 0.72
C 3.090 -1.366 2.847 1.55
C 4.922 0.626 -1.714 -0.79
C 3.747 2.509 -2.866 -0.96
C -0.597 -2.984 -0.064 -0.94
C -2.856 -0.375 -1.576 -0.13
C -7.036 0.367 -2.487 -0.39
C -4.275 0.075 -1.935 0.42
C -6.525 0.715 -1.225 -0.50
C 2.394 -4.181 -0.064 -1.29
C -4.780 -0.136 -3.229 -0.39
C 2.750 1.343 -0.963 0.37
C -5.155 0.584 -0.946 -0.25
C -6.145 -0.003 -3.505 -0.48
C 0.365 2.801 2.204 -0.30
C 1.943 -2.771 -0.032 -0.06
C -1.608 2.741 3.628 -0.91
C -1.829 2.441 1.181 -0.98
H 1.925 2.059 -0.993 0.24
H -4.778 0.866 0.043 0.36
H 5.820 1.199 -1.440 0.33
H -2.118 -0.453 -2.416 0.33
H 2.710 -2.017 -0.206 -0.02
H 1.841 -2.720 3.686 0.12
H 2.687 -4.590 0.909 0.18
H -0.491 -4.077 0.014 0.53
H -6.522 -0.240 -4.502 0.35
H -1.335 -2.672 0.693 0.18
H -1.018 -2.728 -1.049 0.07
H 4.611 -0.187 2.199 0.03
H -4.096 -0.420 -4.031 0.36
H -2.059 1.766 3.848 0.26
H -0.840 2.966 4.375 0.29
H 5.110 -1.743 2.843 0.52
H -2.314 1.465 1.309 0.27
H 5.122 0.191 -2.701 0.32
H 4.538 3.254 -2.671 0.34
H 3.956 1.986 -3.815 0.31
H 3.271 -4.187 -0.711 0.30
H -1.249 2.429 0.253 0.20
H -2.388 3.509 3.655 0.31
H 1.642 -4.846 -0.488 0.39
H 4.731 -0.165 -0.979 0.10
H 2.753 2.983 -2.888 0.28
H 3.525 -3.128 3.790 0.35
H -8.114 0.309 -2.674 0.34
H -7.230 1.031 -0.453 0.35
H -2.610 3.210 1.123 0.37
H 0.865 3.234 3.094 0.23

=====

21
Properties=species:S:1:pos:R:3:mulliken_charge:R:1 method="wB97M-V/def2-TZVPD" e_tot_ev=-11438.1052 gap_ev="7.83 / 6.92" homo_energy_ev="-7.80 / -7.38" relative_energy_kcal_mol=151.41
O -1.143 -0.191 1.675 -0.55
N 2.019 -0.644 -0.394 -0.85
N -1.339 -1.672 -0.850 -0.50
C 0.229 -0.255 1.429 -0.81
C 0.075 1.739 -0.275 0.52
C 1.428 2.047 -0.258 -0.79
C -1.154 1.749 -0.693 -0.89
C 0.020 -2.103 -0.530 -0.75
C 0.902 -0.973 -0.051 0.79
H 0.489 -2.500 -1.432 0.42
H 0.565 -1.130 1.993 0.42
H 2.025 0.867 -0.326 0.32
H 1.789 2.549 -1.157 0.34
H 0.818 0.578 1.810 0.39
H -1.640 2.681 -0.977 0.26
H -1.812 -2.384 -1.393 0.23
H -1.868 -1.516 0.001 0.23
H -1.482 0.634 1.302 0.36
H -1.757 0.851 -0.762 0.33
H 1.773 2.558 0.641 0.29
H 0.062 -2.886 0.245 0.25

=====

Copy entry 2 word for word.
60
Properties=species:S:1:pos:R:3:mulliken_charge:R:1 method="wB97M-V/def2-TZVPD" e_tot_ev=-70397.4189 gap_ev="2.46 / 7.10" homo_energy_ev="0.04 / -4.61" charge=-1 multiplicity=3
Pt 0.821 -0.292 0.658 0.33
Cl -1.061 -0.711 2.024 -0.62
Cl 0.126 0.156 -1.604 -0.71
S 1.886 -0.154 2.676 -0.86
O 1.018 2.389 1.228 -0.41
O -2.524 -0.650 -0.435 -0.23
O 2.733 0.341 -0.171 -0.87
N -0.973 2.716 2.324 0.51
N 4.370 -1.107 2.557 -0.97
N 3.764 1.514 -1.796 0.23
N 2.790 -2.574 3.356 -0.68
C 0.702 -2.297 0.112 0.72
C 3.090 -1.366 2.847 1.55
C 4.922 0.626 -1.714 -0.79
C 3.747 2.509 -2.866 -0.96
C -0.597 -2.984 -0.064 -0.94
C -2.856 -0.375 -1.576 -0.13
C -7.036 0.367 -2.487 -0.39
C -4.275 0.075 -1.935 0.42
C -6.525 0.715 -1.225 -0.50
C 2.394 -4.181 -0.064 -1.29
C -4.780 -0.136 -3.229 -0.39
C 2.750 1.343 -0.963 0.37
C -5.155 0.584 -0.946 -0.25
C -6.145 -0.003 -3.505 -0.48
C 0.365 2.801 2.204 -0.30
C 1.943 -2.771 -0.032 -0.06
C -1.608 2.741 3.628 -0.91
C -1.829 2.441 1.181 -0.98
H 1.925 2.059 -0.993 0.24
H -4.778 0.866 0.043 0.36
H 5.820 1.199 -1.440 0.33
H -2.118 -0.453 -2.416 0.33
H 2.710 -2.017 -0.206 -0.02
H 1.841 -2.720 3.686 0.12
H 2.687 -4.590 0.909 0.18
H -0.491 -4.077 0.014 0.53
H -6.522 -0.240 -4.502 0.35
H -1.335 -2.672 0.693 0.18
H -1.018 -2.728 -1.049 0.07
H 4.611 -0.187 2.199 0.03
H -4.096 -0.420 -4.031 0.36
H -2.059 1.766 3.848 0.26
H -0.840 2.966 4.375 0.29
H 5.110 -1.743 2.843 0.52
H -2.314 1.465 1.309 0.27
H 5.122 0.191 -2.701 0.32
H 4.538 3.254 -2.671 0.34
H 3.956 1.986 -3.815 0.31
H 3.271 -4.187 -0.711 0.30
H -1.249 2.429 0.253 0.20
H -2.388 3.509 3.655 0.31
H 1.642 -4.846 -0.488 0.39
H 4.731 -0.165 -0.979 0.10
H 2.753 2.983 -2.888 0.28
H 3.525 -3.128 3.790 0.35
H -8.114 0.309 -2.674 0.34
H -7.230 1.031 -0.453 0.35
H -2.610 3.210 1.123 0.37
H 0.865 3.234 3.094 0.23